[1]
Entry from OMol25: a cluster of 3 separate species, C9H9F3O9 in total (ωB97M-V with the def2-TZVPD basis set).

```
30
Properties=species:S:1:pos:R:3:mulliken_charge:R:1
C 3.7366 -1.0612 1.5564 -0.45
C 2.7513 -0.7095 2.6486 0.31
O 1.7972 0.0494 1.9388 -0.32
C 2.3675 0.5288 0.7932 0.67
O 1.8060 1.2326 0.0224 -0.50
O 3.6111 0.0326 0.6489 -0.34
F 3.2884 0.0731 3.6169 -0.28
H 3.4379 -1.9896 1.0631 0.29
H 4.7641 -1.1833 1.8885 0.33
H 2.2725 -1.5772 3.0978 0.30
C -0.9713 2.7340 -1.2437 -0.14
C -2.1486 2.4126 -0.3397 0.64
O -3.2049 2.2078 -1.2619 -0.34
C -2.6609 1.8491 -2.4605 0.71
O -3.2723 1.3795 -3.3577 -0.51
O -1.3241 2.0764 -2.4584 -0.37
F -2.4350 3.4080 0.5246 -0.30
H -0.0211 2.3835 -0.8486 0.04
H -0.8867 3.8113 -1.4116 0.32
H -2.0197 1.4769 0.2115 0.03
C -0.5493 -1.0756 -0.4265 0.43
C -0.5971 -2.4614 -1.0811 0.26
O -1.7769 -3.0308 -0.5940 -0.33
C -2.4374 -2.1686 0.2085 0.61
O -3.4893 -2.3661 0.6976 -0.49
O -1.7216 -1.0190 0.3740 -0.36
F 0.4701 -3.2286 -0.6840 -0.31
H -0.5173 -0.2763 -1.1638 0.28
H 0.3313 -1.0398 0.2081 -0.50
H -0.6004 -2.4685 -2.1676 0.31
```

Computed properties:
Largest force on an atom (eV/A): 0.7
SMILES: O=C1OC[C@@H](F)O1.O=C1OC[C@@H](F)O1.O=C1OC[C@@H](F)O1
ΔE to the lowest compared entry with this formula, charge and spin (kcal/mol): 3.4
Molecular weight (u): 318.156
E_HOMO (eV): -11.473



[2]
Entry from OMol25: the molecule C5H8O (ωB97M-V with the def2-TZVPD basis set).

```
14
Properties=species:S:1:pos:R:3:mulliken_charge:R:1
C 0.6536 0.5907 -1.4315 -0.65
C -0.6276 -0.1683 -1.6057 -0.54
C 0.1775 -0.5035 -0.4149 0.05
C -0.5670 -0.2984 0.9486 -0.27
C 0.1938 -0.1454 2.2004 -0.31
O 0.3721 0.8141 1.2208 -0.35
H 0.6200 1.6704 -1.2663 0.23
H 1.4818 0.3179 -2.0997 0.22
H -0.7698 -0.9358 -2.3442 0.27
H -1.5100 0.4276 -1.3691 0.25
H 0.8842 -1.3209 -0.3874 0.39
H -1.6400 -0.0268 1.0436 0.26
H -0.2659 0.3974 3.0235 0.23
H 0.9974 -0.8191 2.4819 0.23
```

Computed properties:
Largest force on an atom (eV/A): 3.2
SMILES: C1CC1[C@H]1CO1
ΔE to the lowest compared entry with this formula, charge and spin (kcal/mol): 97.7
Molecular weight (u): 84.118
E_HOMO (eV): -8.814



[3]
Entry from OMol25: a structure of composition C14H18N2O2Ti (ωB97M-V with the def2-TZVPD basis set).

```
37
Properties=species:S:1:pos:R:3:mulliken_charge:R:1
C -4.1208 0.2296 0.5099 -0.71
C -4.2100 1.4980 -0.3214 -0.82
H -4.2181 -0.6720 -0.0954 0.28
H -4.9503 0.2000 1.2167 0.36
H -3.2064 0.1368 1.0934 0.14
H -3.4467 1.6011 -1.0869 0.32
H -5.1670 1.5344 -0.8408 0.37
H -4.1695 2.3854 0.3088 0.26
C 0.6206 -2.4192 0.4642 -0.09
C 1.2661 -3.6073 0.0995 -0.81
C 2.2766 -3.5446 -0.8646 -0.36
C 2.6371 -2.3281 -1.4320 -0.92
H -0.1148 -2.3616 1.2676 0.42
H 0.9461 -4.5760 0.5342 0.33
H 2.7522 -4.4660 -1.2119 0.39
H 3.4333 -2.2336 -2.1677 0.33
N 0.9138 -1.2413 -0.1572 0.13
C 1.9152 -1.1817 -1.0913 0.72
C 2.1504 0.1465 -1.6092 0.71
N 1.3613 1.1318 -1.0491 0.17
C 1.4225 2.4187 -1.5004 -0.06
C 3.2931 1.8438 -2.8811 -0.35
C 2.4442 2.8262 -2.3538 -0.85
H 0.6537 3.1039 -1.1236 0.40
H 2.5539 3.8914 -2.5937 0.35
C 3.1531 0.4972 -2.5272 -0.92
H 3.7726 -0.3142 -2.9308 0.29
H 4.1061 2.1208 -3.5504 0.40
Ti 0.0092 0.5378 0.3110 0.16
C -1.4558 0.3856 -0.9460 -1.00
H -1.5679 0.6693 -2.0028 0.36
H -1.8985 1.2431 -0.3482 0.19
H -2.0474 -0.5246 -0.7371 0.35
O 1.3444 0.3022 2.5686 -0.57
C 0.6742 1.3557 2.7425 0.29
O -0.1879 1.7857 1.8473 -0.64
H 0.7278 2.0019 3.6668 0.37
```

Computed properties:
Largest force on an atom (eV/A): 2.6
ΔE to the lowest compared entry with this formula, charge and spin (kcal/mol): 0.0
Molecular weight (u): 294.177
Expectation value of S²: 2.02
2S+1: 3
E_HOMO (spin up / spin down) (eV): -5.318 / -8.754



[4]
Entry from OMol25: a structure of composition C29H49ClNO2OsP (ωB97M-V with the def2-TZVPD basis set).

```
84
Properties=species:S:1:pos:R:3:mulliken_charge:R:1
Os -1.2291 -0.7578 1.3639 1.57
Cl -2.7748 -1.4170 3.1278 -0.45
P 0.2569 0.0586 -0.2602 0.21
C -0.8314 1.3688 1.6550 -1.60
H -0.2065 2.3801 1.2057 0.17
H -0.4962 1.4257 2.8030 0.22
C 0.2561 -1.5353 -1.2573 -0.02
C 1.9434 0.3046 0.5169 0.86
C 0.8100 -1.5549 -2.6842 -0.88
H 0.8955 -2.1980 -0.6542 0.71
C 0.8921 -3.0003 -3.1535 -0.87
H 0.1386 -0.9778 -3.3357 0.30
H 1.8064 -1.0927 -2.7060 0.06
C -0.4287 -3.7620 -3.0172 -0.84
H 1.2175 -3.0033 -4.1962 0.44
H 1.6688 -3.5238 -2.5850 0.40
C -1.1034 -3.5783 -1.6542 -0.92
H -1.1130 -3.4389 -3.8120 0.32
H -0.2491 -4.8300 -3.1894 0.42
C -1.1543 -2.1087 -1.2140 -0.21
H -2.1234 -3.9744 -1.7013 0.46
H -0.5648 -4.1360 -0.8784 0.28
H -1.8042 -1.5504 -1.9077 0.31
H -1.5877 -2.0183 -0.1633 -0.15
C 0.0790 1.4830 -1.5211 0.19
C 2.2504 1.7788 0.7941 -0.33
H 1.8072 -0.1861 1.5014 -0.03
C 3.5049 1.8979 1.6449 -0.99
H 2.3738 2.3420 -0.1390 0.09
H 1.4257 2.2552 1.3281 -0.19
C 4.7020 1.2162 0.9872 -0.77
H 3.7185 2.9556 1.8207 0.46
H 3.3035 1.4465 2.6250 0.36
C 4.4054 -0.2113 0.5125 -0.98
H 5.0420 1.8205 0.1358 0.31
H 5.5348 1.1925 1.6975 0.41
C 3.0815 -0.3941 -0.2353 -0.57
H 5.2220 -0.5577 -0.1247 0.43
H 4.3977 -0.8792 1.3827 0.37
H 3.1576 0.0083 -1.2602 0.26
H 2.8709 -1.4687 -0.3459 0.15
C -1.1578 1.3457 -2.4162 -0.07
H -0.0560 2.3588 -0.8579 0.94
C -1.3613 2.6038 -3.2679 -0.85
H -1.0201 0.4801 -3.0816 0.14
H -2.0756 1.1923 -1.8349 -0.34
C -0.1351 2.9955 -4.0845 -0.77
H -2.2065 2.4284 -3.9346 0.44
H -1.6515 3.4328 -2.6116 0.35
C 1.1507 2.9690 -3.2497 -1.12
H -0.0316 2.3132 -4.9381 0.35
H -0.2770 3.9943 -4.5108 0.41
C 1.3183 1.7084 -2.4046 -0.47
H 2.0143 3.0578 -3.9095 0.42
H 1.1810 3.8554 -2.6039 0.38
H 1.4304 0.8328 -3.0589 0.11
H 2.2442 1.7738 -1.8171 0.14
C -2.6788 0.4457 0.6205 0.93
C -2.1825 1.8949 1.1660 1.65
H -2.6166 0.4650 -0.4708 -0.97
C -3.1615 2.5663 2.1272 -1.39
H -1.8623 2.5713 0.3280 -0.06
C -4.0910 1.6528 2.8623 -0.63
H -2.6149 3.1564 2.8492 0.39
H -3.8127 3.2888 1.6520 0.40
C -4.9812 0.7350 1.7996 -0.80
H -3.5339 1.0040 3.5664 0.24
H -4.8762 2.2297 3.4244 0.44
C -4.1429 0.0267 0.8039 -0.86
H -5.5848 0.0356 2.4285 0.26
H -5.7282 1.4465 1.3710 0.40
H -4.2740 -1.0484 0.9135 0.38
H -4.7240 0.1921 -0.0930 0.47
O 0.7385 -3.4210 1.1412 -0.62
C 0.7455 -2.9449 2.2849 0.07
C 1.3471 -3.5960 3.5079 -0.48
C 1.0276 -2.6546 4.6320 -0.58
C 0.4932 -1.4083 3.9481 0.23
O 0.3182 -0.2908 4.4845 -0.64
N 0.2422 -1.7245 2.6303 -0.04
H 0.9067 -4.5891 3.6535 0.34
H 2.4264 -3.6847 3.3355 0.25
H 0.2577 -3.0787 5.2836 0.27
H 1.9005 -2.3909 5.2255 0.33
```

Computed properties:
Largest force on an atom (eV/A): 7.2
ΔE to the lowest compared entry with this formula, charge and spin (kcal/mol): 42.7
Molecular weight (u): 700.373
Expectation value of S²: 6.02
2S+1: 5
E_HOMO (spin up / spin down) (eV): -5.959 / -8.730



[5]
Entry from OMol25: a structure of composition C30H45ClN4Pt (ωB97M-V with the def2-TZVPD basis set).

```
81
Properties=species:S:1:pos:R:3:mulliken_charge:R:1
Pt 0.0979 0.0549 -0.4459 -0.88
Cl 1.9896 0.9430 -2.0322 -0.06
C 1.0020 1.2993 3.5180 -0.85
C 0.6659 1.1070 1.3107 -0.72
N 1.3694 0.6275 2.3846 0.42
H -0.3608 2.9599 3.7568 0.48
N -0.0056 2.2004 1.7842 0.60
H 1.3049 1.0213 4.5073 0.40
C 2.1880 -0.5948 2.4938 1.51
C 3.3200 -0.4060 3.4961 -2.09
C 1.2657 -1.7325 2.9641 -0.84
H 2.9993 -0.3452 4.5482 0.41
H 3.9636 -1.2909 3.4194 0.43
H 3.9390 0.4682 3.2740 0.37
H 3.3361 -1.8096 1.1925 0.52
H 3.2375 -0.0663 0.6909 0.55
H 0.4039 -1.7965 2.2847 -0.24
C 2.6999 -0.9179 1.1218 -2.04
H 0.8808 -1.5614 3.9811 0.44
H 1.8070 -2.6881 2.9374 0.32
H 1.8362 -1.1704 0.4679 0.00
C 0.1511 2.2596 3.1447 -0.52
C -2.3445 2.3681 1.1532 -1.16
H -2.6895 2.4079 2.1979 0.49
H -3.0506 2.8987 0.4983 0.40
C -0.9901 3.0590 1.0754 1.87
H -1.2975 3.9279 -0.8529 0.71
C -1.1327 4.3852 1.8023 -2.44
H -0.1845 4.9219 1.9032 0.37
H -2.2780 1.3169 0.8470 -0.30
H -0.3583 2.4158 -0.9265 -0.91
H -1.6094 4.2598 2.7796 0.51
H -1.7975 5.0259 1.2127 0.46
C -0.5232 3.3327 -0.3430 -0.62
H 0.4308 3.8740 -0.3844 0.32
C 0.5003 -1.8217 -4.4576 -0.08
N 1.1386 -1.4759 -3.2814 -0.06
H -0.6870 -0.6311 -5.8084 0.12
N 0.0405 0.2946 -3.9890 -0.35
H 0.5714 -2.7976 -4.9265 0.12
C 1.8148 -2.5137 -2.4627 4.85
C 2.0657 -3.7794 -3.2766 -3.45
C 3.1844 -2.0230 -2.0322 -2.24
H 2.6912 -3.5793 -4.1550 0.52
H 2.6158 -4.4484 -2.5989 0.38
H 1.1581 -4.3028 -3.5929 0.55
H 1.4255 -3.6084 -0.6665 0.58
H -0.0431 -3.2711 -1.6720 0.09
H 3.1494 -1.2631 -1.2481 -0.27
C 0.9071 -2.8740 -1.2912 -1.37
H 3.7206 -1.6282 -2.9033 0.49
H 3.7319 -2.9010 -1.6693 0.61
H 0.6437 -1.9918 -0.6641 -0.01
C -0.1291 -0.7279 -4.8992 -0.67
C 0.2572 2.8010 -3.9042 -2.22
H 1.0887 2.7631 -4.6234 0.42
H -0.3140 3.7319 -4.0570 0.65
C -0.6893 1.6235 -4.1150 4.67
H -2.1763 2.6647 -2.9862 0.58
C -1.2872 1.7354 -5.5032 -3.48
H -2.0528 0.9851 -5.7312 0.47
H 0.6653 2.7907 -2.8920 -0.15
H -1.3726 1.3404 -2.0782 -0.44
H -0.5432 1.7376 -6.3034 0.48
H -1.7938 2.7005 -5.5814 0.59
C -1.7836 1.6440 -3.0611 -0.87
H -2.6081 0.9627 -3.3051 0.18
C 0.6550 -0.2410 -2.8586 0.56
C -1.1387 -0.8401 0.6852 -2.98
C -1.8233 -1.3460 1.6227 2.13
C -2.4910 -1.7241 2.8485 -0.29
C -3.0419 -0.7060 3.7005 -0.23
C -3.4271 -0.9575 5.0095 -0.38
C -3.3238 -2.2493 5.5626 -0.42
C -2.9715 -3.2920 4.7000 -0.48
C -2.5833 -3.0364 3.3664 -0.11
H -3.1615 0.3027 3.2882 0.17
H -3.8221 -0.1525 5.6279 0.38
H -3.5747 -2.4352 6.6301 0.33
H -3.0547 -4.3242 5.0757 0.31
H -2.3981 -3.8901 2.7147 0.39
```

Computed properties:
Largest force on an atom (eV/A): 5.1
Total charge: -2
ΔE to the lowest compared entry with this formula, charge and spin (kcal/mol): 0.0
Molecular weight (u): 692.249
Expectation value of S²: 6.01
2S+1: 5
E_HOMO (spin up / spin down) (eV): 2.441 / -2.934